1.
ORCA calculation (ωB97M-V with the def2-TZVPD basis set) on C17H21BN6RhSi as an isolated structure.

Last column: Mulliken charge in e.
Cartesian coordinates (Å):
Rh: 0.82498 0.76607 0.60191  0.128
C: -3.05804 0.78724 -1.41350  -0.957
C: -2.36228 0.44728 -0.25074  -0.803
N: -1.09110 0.80749 -0.36764  0.224
N: -0.93466 1.35685 -1.59950  0.284
C: -2.11604 1.36892 -2.23464  -0.255
B: 0.38940 2.11261 -1.81155  0.089
N: 1.47332 1.14297 -1.17662  0.164
C: 2.69554 0.99967 -1.54679  0.148
C: 3.71321 0.32850 -0.78382  -0.824
C: 3.50233 -0.11627 0.47539  -0.210
N: 2.36794 0.11336 1.19950  -0.707
N: 0.40526 3.25343 -0.76820  0.267
C: 0.28873 4.58563 -0.76306  -0.124
C: 0.29567 5.01534 0.55436  -0.848
C: 0.41712 3.85765 1.32190  -0.527
N: 0.46334 2.80820 0.50805  -0.096
H: -4.09892 0.62954 -1.62291  0.454
H: -2.71698 -0.03265 0.64576  0.756
H: -2.20692 1.79219 -3.21822  0.468
H: 0.59811 2.46810 -2.92828  -0.064
H: 2.97571 1.41632 -2.51366  0.392
H: 4.68252 0.19245 -1.23867  0.439
H: 4.29051 -0.66912 0.98027  0.399
H: 0.21476 5.13550 -1.68317  0.472
H: 0.22347 6.02449 0.91052  0.411
H: 0.46749 3.73831 2.38956  0.482
C: 1.39858 -2.23323 -1.19214  -1.195
Si: 0.89526 -1.89108 0.55457  1.017
C: 1.95774 -2.67883 1.84732  -1.137
C: -0.89087 -2.20158 0.90439  0.395
C: -1.41095 -2.04558 2.19318  -0.192
C: -2.74243 -2.32605 2.46088  -0.821
C: -3.56708 -2.79011 1.44442  -0.423
C: -3.06340 -2.96497 0.16392  -0.730
C: -1.73822 -2.66152 -0.10652  -0.228
H: 1.38565 -3.30961 -1.36646  0.524
H: 2.41032 -1.87907 -1.39572  0.318
H: 0.72160 -1.75838 -1.90109  0.286
H: 1.76112 -3.75176 1.86431  0.425
H: 1.74146 -2.27702 2.83400  0.329
H: 3.01908 -2.52613 1.65489  0.325
H: -0.77436 -1.70441 3.00086  0.298
H: -3.13374 -2.19591 3.45976  0.407
H: -4.60232 -3.02082 1.65354  0.410
H: -3.70405 -3.33192 -0.62528  0.428
H: -1.36787 -2.78210 -1.11511  0.406

Forces on the atoms, in the same order (eV/Å):
-0.34 0.57 -0.21
-0.04 -0.03 -0.01
0.08 0.13 -0.01
-0.03 -0.15 -0.04
0.01 0.07 0.11
0.02 -0.03 0.03
0.06 -0.22 0.01
0.33 0.13 -0.25
-0.16 0.06 -0.08
-0.08 0.20 -0.26
-0.10 0.03 0.38
0.21 -0.53 0.27
-0.07 -0.07 0.20
0.04 -0.02 0.23
0.02 0.02 -0.10
-0.06 0.02 -0.24
0.05 -0.18 0.12
-0.07 -0.01 -0.02
-0.02 -0.02 0.04
0.00 0.02 -0.10
0.00 0.00 -0.06
-0.06 -0.03 0.02
0.07 0.00 -0.08
0.02 0.03 0.00
0.00 0.06 -0.07
-0.01 0.10 0.02
-0.01 -0.02 0.06
-0.01 0.10 -0.05
0.26 0.03 0.04
0.09 -0.06 -0.04
-0.07 0.04 0.05
-0.01 0.03 0.01
0.04 0.01 -0.03
0.00 0.01 0.01
0.02 0.00 -0.01
0.00 0.03 0.02
0.00 -0.10 0.00
-0.06 -0.07 0.02
-0.05 0.00 -0.04
-0.03 -0.07 0.00
-0.04 0.02 0.10
-0.01 -0.05 0.00
0.04 0.01 0.05
-0.01 0.00 0.04
-0.03 -0.01 0.01
-0.03 -0.02 -0.03
0.03 -0.02 -0.08

As for the molar mass: 451.20 g/mol. The highest occupied orbital energy comes out at -11.9 eV. Its relative energy (zero: lowest compared OMol25 entry of this formula, charge and spin) is 1.857 eV. The net charge is +1.

2.
ORCA calculation (ωB97M-V with the def2-TZVPD basis set) on C18H31N2Yb as an isolated structure at a distorted geometry.

Last column: Mulliken charge in e.
Cartesian coordinates (Å):
C: 1.29521 2.20928 -1.59521  -1.045
H: 1.99674 2.34186 -0.77936  0.304
H: 1.58349 1.60128 -2.41870  0.614
H: 0.32709 1.00970 2.39223  0.367
C: 0.12634 3.12300 -1.44196  0.063
H: -0.79116 2.65031 -1.86038  0.232
H: -0.03337 3.31156 -0.35409  0.116
C: 0.56580 4.41903 -2.10675  -1.339
H: -0.23304 5.14844 -2.15632  0.397
H: 1.39851 4.87975 -1.56003  0.338
H: 0.91953 4.24212 -3.12998  0.345
C: -0.96342 -1.82560 -0.18146  1.069
C: -1.61218 -1.06222 -1.17962  0.099
C: -0.64145 -0.68391 -2.14015  0.685
C: 0.60429 -1.23088 -1.74196  0.295
C: 0.40668 -1.92012 -0.51916  0.385
C: 1.42209 -2.71019 0.21229  -1.548
C: 1.85758 -1.18291 -2.53197  -1.295
C: -0.90550 0.00625 -3.42396  -1.427
C: -3.07621 -0.86522 -1.29948  -1.624
C: -1.63106 -2.53156 0.93540  -1.431
Yb: 0.67292 1.17303 0.25264  0.560
H: 2.72852 -1.45770 -1.91827  0.321
H: 1.83652 -1.86219 -3.40708  0.326
H: 2.04507 -0.17601 -2.93129  0.299
H: 2.43998 -2.36139 -0.02008  0.354
H: 1.28157 -2.61162 1.29983  0.310
H: 1.38630 -3.79143 -0.02543  0.300
H: -2.53078 -1.99120 1.26952  0.350
H: -1.94912 -3.55561 0.66068  0.374
H: -0.96158 -2.62354 1.80352  0.290
H: -3.31672 -0.01342 -1.95198  0.429
H: -3.57244 -1.75581 -1.72969  0.323
H: -3.54357 -0.67840 -0.31963  0.313
H: -0.13928 0.76760 -3.64090  0.306
H: -0.91288 -0.69925 -4.27741  0.351
H: -1.88214 0.51341 -3.41563  0.361
C: 1.77577 -0.62519 5.64143  -1.042
C: 0.81887 -0.30388 4.56849  0.488
C: -0.53674 0.02544 4.49650  -0.950
C: -0.87782 0.19028 3.15723  0.593
N: 0.31377 0.02300 2.39632  0.402
N: 1.28402 -0.48215 3.28589  -0.393
C: -2.00282 0.80193 2.39224  -0.967
H: 1.95427 0.24561 6.30392  0.345
H: 1.39036 -1.48721 6.22310  0.320
H: 2.74614 -0.91182 5.18893  0.337
H: -1.26066 0.07319 5.31730  0.495
H: 2.24777 -0.26263 3.07300  0.293
H: -2.82303 0.08809 2.41653  0.344
H: -2.39636 1.75768 2.77414  0.391
H: -1.84240 1.00414 1.30380  0.176

Forces on the atoms, in the same order (eV/Å):
-0.24 -1.85 0.57
1.65 0.79 -0.61
0.28 0.57 -0.77
1.39 2.70 -0.04
0.54 -0.29 -1.07
0.31 0.63 0.08
-0.36 0.30 0.02
-0.49 1.02 -0.12
-0.24 0.30 -0.03
-0.17 -0.25 -0.06
-0.20 -0.15 0.32
-0.59 0.16 -0.28
0.41 0.75 -0.50
-2.09 0.38 0.30
1.47 -0.88 1.89
1.29 0.94 -1.11
0.60 -0.43 0.41
0.62 0.03 -0.42
-0.15 0.40 -0.43
-0.77 0.11 -0.05
-0.22 0.03 0.56
-1.47 -1.60 -0.98
-0.25 0.01 -0.29
-0.06 0.21 0.43
-0.03 -0.38 -0.01
-0.25 -0.22 0.07
0.08 -0.18 -0.17
0.00 0.47 0.13
0.14 -0.27 -0.19
0.16 0.42 0.06
-0.09 -0.14 -0.17
-0.01 -0.28 0.24
0.17 0.37 0.19
0.02 -0.05 -0.29
-0.17 -0.29 -0.02
0.05 0.23 0.37
0.33 -0.21 -0.05
0.34 -0.13 0.50
0.68 -1.30 -1.22
-1.58 -0.20 -0.09
0.86 0.27 0.73
-0.34 -3.03 0.77
-1.38 2.09 0.89
-0.79 0.17 -0.26
-0.29 -0.52 -0.19
0.24 0.57 -0.09
-0.52 0.10 0.36
0.59 0.14 -0.25
0.20 -0.44 -0.18
-0.30 -0.01 -0.06
0.32 -0.47 0.45
0.35 -0.59 0.66

As for the molar mass: 448.50 g/mol. The spin multiplicity is 2. The highest occupied orbital energy (alpha / beta) comes out at -13.1 / -12.2 eV. Its relative energy (zero: lowest compared OMol25 entry of this formula, charge and spin) is 5.984 eV. The net charge is +2.

3.
ORCA calculation (ωB97M-V with the def2-TZVPD basis set) on C20H13BrN3O4Sr as an isolated structure at a distorted geometry.

Last column: Mulliken charge in e.
Cartesian coordinates (Å):
Sr: -0.63288 0.66324 -0.61695  2.153
O: -1.38299 2.64711 0.30503  -1.011
C: -0.88478 3.34541 1.27254  0.519
C: -1.02367 4.75320 1.31181  -0.672
C: -0.47877 5.51073 2.32785  -0.288
C: 0.22050 4.92254 3.38131  -0.703
C: 0.34006 3.54268 3.38412  -0.604
C: -0.19326 2.73723 2.37693  0.698
C: -0.02181 1.27171 2.59963  -0.307
N: -0.42758 0.36385 1.80820  -0.193
N: -0.18266 -0.99073 2.17462  -0.604
C: -0.57537 -1.80933 1.22296  0.557
O: -1.13059 -1.55886 0.09887  -1.071
C: -0.27651 -3.26467 1.52035  0.232
C: 0.08259 -3.71793 2.78615  -0.221
C: 0.34006 -5.06354 3.00198  -0.542
C: 0.24973 -5.97423 1.95496  -0.330
C: -0.10402 -5.52784 0.69026  -0.511
C: -0.37156 -4.18062 0.47805  -0.438
H: -1.56759 5.21637 0.49765  0.355
H: -0.60228 6.58904 2.30302  0.329
H: 0.65003 5.51718 4.17637  0.375
H: 0.86262 3.05412 4.20144  0.277
H: 0.46749 0.97638 3.53205  0.309
H: 0.16096 -2.99829 3.58975  0.413
H: 0.61445 -5.40145 3.99439  0.357
H: 0.45512 -7.02445 2.12569  0.355
H: -0.17677 -6.22273 -0.13811  0.364
H: -0.66375 -3.80485 -0.49309  0.352
Br: -2.99873 0.45941 -3.63200  -0.212
C: -1.16845 0.47614 -4.21760  0.245
C: -0.87197 0.44413 -5.56791  -0.568
C: 0.47561 0.45086 -5.88942  -0.182
C: 1.43502 0.48731 -4.89117  -0.701
C: 1.03293 0.52150 -3.56512  0.586
N: -0.28076 0.51313 -3.25808  -0.205
C: 2.10336 0.56878 -2.42753  0.202
O: 3.26249 0.51380 -2.81884  -0.725
O: 1.64315 0.66367 -1.25310  -0.844
H: -1.64562 0.41466 -6.31962  0.398
H: 0.77037 0.42594 -6.93188  0.390
H: 2.49578 0.48942 -5.09557  0.465

Forces on the atoms, in the same order (eV/Å):
-0.48 0.05 -0.39
0.01 0.50 0.09
-0.10 -0.54 0.20
0.13 0.01 0.08
-0.05 0.14 -0.04
-0.02 -0.20 -0.07
0.02 0.20 0.06
0.15 -0.65 0.31
-0.24 0.67 -0.05
0.08 -0.99 0.12
-0.18 1.03 -0.19
0.18 -0.47 0.33
0.10 0.04 0.29
-0.16 0.10 -0.16
0.04 0.02 0.04
-0.01 0.02 0.00
0.01 0.01 0.02
-0.04 0.12 -0.06
-0.01 -0.04 0.07
0.01 0.00 0.00
0.00 -0.01 0.00
-0.01 0.03 -0.01
-0.01 0.01 -0.01
0.03 0.04 0.02
-0.01 0.00 -0.01
0.00 -0.02 -0.01
0.00 0.01 0.00
0.01 -0.03 0.03
0.01 -0.05 -0.02
0.20 0.01 -0.13
-0.23 -0.04 -0.04
0.00 0.00 0.11
0.07 0.00 -0.16
0.06 -0.01 -0.02
-0.22 -0.03 -0.11
0.57 0.06 0.18
-0.36 0.03 0.03
0.09 0.00 0.01
0.37 -0.02 -0.56
-0.03 0.00 0.03
0.02 0.00 0.02
-0.01 0.00 -0.01

As for the molar mass: 526.87 g/mol. The highest occupied orbital energy comes out at -4.4 eV. The net charge is -1.